ORCA calculation (the ωB97M-V functional and the def2-TZVPD basis) on C3H7BrNO5S2 as an isolated structure at a distorted geometry.

Calculated values
orbital gap	9.349	eV
LUMO energy	3.25	eV
E	-106666.1080	eV
total charge	-1

Last column: natural (NBO) charge in e.
Positions of all 19 atoms, in Å:
Br 2.457841 0.852458 -3.283282  -0.289
S 2.285109 -0.572241 -1.555403  2.231
S -0.457716 -0.278510 -1.497790  2.280
O -1.404290 -0.561674 -2.548231  -0.974
O -0.504730 -1.051381 1.123940  -0.525
O 2.527091 0.225759 -0.390915  -0.942
O 3.247355 -1.580531 -1.886771  -0.938
O -0.182425 1.109913 -1.221353  -0.977
N 0.842710 -1.210364 -1.655491  -1.215
C -1.081899 1.229446 1.947994  -0.654
C -1.259132 -0.971784 -0.040210  -0.330
C -0.005416 0.179795 1.638891  -0.084
H -1.523511 -1.989305 -0.324209  0.213
H -2.178132 -0.386190 0.057427  0.181
H 0.741034 0.592558 0.961667  0.224
H 0.507088 -0.100572 2.558115  0.171
H -0.942303 2.102387 1.311911  0.225
H -2.091311 0.845623 1.822911  0.205
H -0.977364 1.564613 2.980799  0.198

Forces on atoms 1 to 2 (eV/Å):
0.02 0.28 -0.23
-0.30 -0.97 0.21